(1)
# C4H12O

A cluster of 2 separate species, C4H12O in total in a non-equilibrium geometry (the ωB97M-V functional and the def2-TZVPD basis, OMol25).

Cartesian coordinates (Å):
C 0.6624 -0.1511 -1.5785
C 0.7459 -1.3727 -0.6825
C 1.6864 -1.2446 0.5308
H 1.1811 0.6855 -1.1442
H -0.3809 0.1779 -1.6683
H 0.9429 -0.2396 -2.6269
H -0.2367 -1.6910 -0.3135
H 0.9449 -2.3101 -1.2018
H 1.1749 -1.4377 1.4732
H 2.5003 -1.9654 0.4674
H 2.1061 -0.2428 0.6022
C -2.0138 1.4537 0.7556
O -1.9985 2.3006 1.8899
H -2.4225 1.9334 -0.1328
H -2.7148 0.6254 0.9135
H -1.0505 0.9561 0.6540
H -1.1273 2.5224 2.0620

## Properties
HOMO level (eV): -10.44
Energy above the lowest of the compared OMol25 structures with the same formula, charge and spin (kcal/mol): 25.3
Kohn-Sham gap (eV): 11.33
Spin multiplicity: 1
SMILES string: CCC.CO

=====

(2)
# C4H6NO2

A structure of composition C4H6NO2 in a non-equilibrium geometry (the ωB97M-V functional and the def2-TZVPD basis, OMol25).

Cartesian coordinates (Å):
C -0.6336 -0.1152 0.2862
C -1.1745 -0.7910 1.3050
C 1.0308 0.9741 -0.8217
C 0.4803 -0.3937 -0.7136
N -0.7128 1.2274 -0.0684
O -1.0433 2.1472 0.7934
O 1.4160 -1.3873 -0.4852
H -1.9281 -0.0651 1.7632
H -1.4761 -1.7806 1.3830
H 1.9623 1.3147 -0.2400
H 1.0513 1.4560 -1.7662
H -0.0720 -0.7070 -1.7291
H 1.0997 -1.8794 0.2933

## Properties
HOMO level (eV): -1.92
Total charge: -1
Energy above the lowest of the compared OMol25 structures with the same formula, charge and spin (kcal/mol): 135.9
Kohn-Sham gap (eV): 5.85
Spin multiplicity: 1

=====

(3)
# C5H14N2O

The molecule C5H14N2O in a non-equilibrium geometry (the ωB97M-V functional and the def2-TZVPD basis, OMol25).

Cartesian coordinates (Å):
C -2.3971 0.2147 0.9502
C -2.2771 0.1427 -0.5546
O -1.1153 0.9097 -1.3702
N -0.0771 -0.0459 -1.4564
N 0.3055 -0.3464 -0.1280
C 0.8008 -1.7051 -0.0351
C 1.0996 0.6758 0.5536
C 2.5524 0.8013 0.0863
H -1.6961 -0.4675 1.4313
H -2.2362 1.2344 1.3046
H -3.4019 -0.0949 1.2383
H -2.2980 -0.8819 -0.9332
H -3.0854 0.6959 -1.0304
H 0.6745 0.4449 -1.9544
H 0.0347 -2.3699 -0.4311
H 0.9907 -1.9456 1.0125
H 1.7262 -1.8632 -0.5997
H 0.5713 1.6195 0.3901
H 1.0699 0.4505 1.6232
H 3.1147 -0.1184 0.2678
H 3.0351 1.6195 0.6186
H 2.6088 1.0301 -0.9834

## Properties
HOMO level (eV): -8.43
Energy above the lowest of the compared OMol25 structures with the same formula, charge and spin (kcal/mol): 106.3
Kohn-Sham gap (eV): 9.44
Spin multiplicity: 1
SMILES string: CCONN(C)CC

=====

Which formula does entry 1 have?
C4H12O

=====

What is the formula in the first record?
C4H12O

=====

The highest Kohn-Sham gap belongs to which entry?
C4H12O